A cluster of 9 separate species, C49H111N13O9 in total. Source: OMol25; level of theory: ωB97M-V/def2-TZVPD.

CARTESIAN COORDINATES (ANGSTROEM)
C  -1.66514  6.07437  -2.24767
H  -4.24600  0.08952  0.64833
H  3.83162  3.88070  -2.33504
H  -1.00083  -3.19169  -2.88028
H  0.92250  2.08850  7.22481
C  -1.47532  1.86495  -7.47504
C  0.71928  6.08306  -1.22626
N  5.09843  0.94159  -1.52575
C  -0.71011  -5.16413  -2.35444
H  1.66773  2.25277  3.12822
H  0.18069  -0.70520  3.23111
H  2.91234  -4.20981  -0.51435
C  -0.57631  5.23486  -1.47609
O  -6.28574  2.08155  -0.59713
H  -0.94078  -3.11412  1.27310
C  -2.32791  1.39803  6.46132
C  -0.21345  4.04719  -2.31676
C  -3.84950  -4.98274  -2.36172
N  -3.99798  1.94711  -0.75801
H  -4.16719  -4.76903  -3.40007
C  -1.19048  -4.15842  1.33954
H  1.85861  -4.69976  4.71716
H  -3.86861  2.76717  -1.33845
H  -0.87419  -0.21817  -3.72652
H  -1.24187  1.45711  -4.33307
H  -4.77751  -4.86449  -1.84015
H  -1.72751  2.72301  4.43713
H  4.51351  -1.95703  0.33160
H  0.20138  4.16077  3.82754
C  0.88503  0.80733  4.54004
H  -3.13681  7.61029  -1.82909
H  -0.38365  -4.75547  1.71222
H  0.06848  -1.04710  -8.17445
H  5.35288  -5.69770  3.88458
C  -2.97082  6.33744  -0.10653
H  0.60582  7.02606  -0.68816
N  -2.32357  0.03765  2.77552
H  0.53033  4.19775  0.62816
H  1.23585  3.57215  5.06902
H  -1.59174  7.76383  -1.00694
H  -1.68374  0.39905  3.50163
H  2.37968  2.04981  5.70293
H  5.93580  -2.79811  1.03591
H  0.41795  -0.29960  6.75361
H  -0.27233  1.45324  8.26468
H  0.62093  1.57554  -0.77948
H  3.02904  2.35835  -4.75883
C  4.36022  -6.19970  2.06684
H  1.41518  -1.25022  4.24946
H  -3.70815  -2.51521  -3.57148
H  -1.06979  6.56718  -3.03341
H  -0.39827  3.12636  -5.18517
C  2.70522  1.87102  -5.70449
H  0.82866  3.72224  -6.36480
O  -0.29412  3.76139  0.30605
H  -3.41553  7.03536  0.64652
H  -0.83956  7.35444  1.29082
H  -2.76617  -1.69512  -2.35862
N  4.41447  3.04765  -2.42214
H  1.49537  5.55480  -0.65836
H  2.99274  2.59488  -6.49338
C  3.64684  -4.33743  3.64309
H  2.30128  0.44554  6.38475
C  -1.04855  -0.06357  -5.83189
H  1.93697  -0.24517  2.98471
C  -2.39541  7.06145  -1.27829
C  5.07098  -2.86335  0.39136
H  -3.63754  -2.99243  0.75846
H  1.74958  -5.35279  3.06574
H  -1.23745  3.82810  5.77235
N  -2.75115  -1.63041  4.21809
H  -3.72518  5.58898  -0.41797
C  -0.64489  -0.22784  -8.26587
H  2.93707  0.44782  4.79817
C  -3.01185  -1.13783  2.95567
C  -0.67055  0.00311  -0.41190
H  1.23438  3.64798  -4.72218
N  4.15350  -3.43407  2.61141
C  -0.94552  2.98973  5.12427
H  -1.89897  -1.23997  4.60863
H  -2.87388  1.10882  5.56466
H  1.35015  0.03636  -0.99963
H  -2.66141  -6.58210  -0.58744
H  5.39389  -3.22244  -0.59419
O  1.23518  1.87274  -7.94583
H  1.47872  -3.70680  3.32560
C  0.74623  2.05694  3.64524
C  4.03399  1.75913  -1.85864
O  -0.24233  -0.48246  6.07695
C  -2.89879  -3.78347  -2.02151
O  2.84170  1.46990  -1.85215
C  0.84215  0.76250  -4.51306
H  -2.13604  -0.10963  -5.96290
H  1.13909  1.18746  -3.55618
C  -0.53702  0.68418  -7.07413
C  2.20100  0.96278  5.43852
H  5.11413  -3.61753  5.02639
O  -3.76454  -1.69703  2.11191
C  2.77440  -4.00617  0.57869
C  -0.31358  -4.88441  -0.91455
H  -1.17967  -6.12366  -2.38726
H  -2.35508  5.38722  -2.77448
H  -1.93625  -4.28687  -3.91209
H  3.38311  -6.42902  1.68403
H  -0.60892  -1.06823  -5.95981
H  5.02072  0.09243  -0.97402
H  -1.37446  -6.71552  0.69684
H  2.57782  -2.21070  2.68537
H  -1.65967  -0.63193  -8.35832
N  -2.47853  -3.69868  -0.63811
C  4.03588  -3.82207  4.99933
H  -4.41803  -2.29587  -1.97459
H  0.15932  -5.13134  -3.01620
N  -1.25033  4.61068  -0.23051
H  3.51412  -2.89407  5.28457
N  -0.71836  -1.27242  -0.77115
H  5.99669  -4.98554  1.45770
C  1.12838  -0.40485  3.65021
H  -1.26099  2.20465  -8.49681
N  -5.19522  0.26354  0.35893
H  0.80858  3.77965  -2.13822
H  -0.21145  4.39798  -3.35350
C  4.21177  -3.82838  1.20644
H  -3.17270  1.44916  -0.47329
O  3.55920  -2.21405  2.77125
C  -1.94727  5.46139  0.73642
C  -0.88610  1.74358  6.05446
H  0.18771  -3.94538  -0.72729
H  2.24411  -4.90714  0.88994
H  -1.45079  2.71444  -6.80325
H  -3.10563  5.01016  2.54382
C  -1.62999  -4.09122  -2.86986
H  3.79458  -6.52708  4.06563
C  4.95828  -5.19109  1.17149
H  0.00035  5.83587  1.76283
H  -2.44501  0.55376  7.14198
N  0.53271  0.58529  -0.74978
N  0.86798  1.01045  -6.89471
H  1.41741  -0.18294  -4.60350
C  4.31444  -5.76582  3.47429
C  2.11578  -4.50845  3.67383
H  -2.92263  -2.62159  4.44775
C  0.64335  3.10729  -5.48138
H  3.71147  -4.65273  5.59432
C  -0.68092  0.51499  -4.49527
O  -1.55013  0.66342  0.08350
H  -2.00930  3.69434  1.97163
H  -1.35960  6.25312  2.59463
H  3.20317  0.90392  -5.89132
C  -2.67753  4.50294  1.63435
C  0.38925  3.26102  4.45126
H  -0.80183  3.14206  -2.16336
H  5.92126  1.03558  -2.11253
H  2.12948  -3.12580  0.67820
H  -2.67994  2.29760  6.93947
H  -1.97844  -4.18348  2.10424
H  -2.90855  -5.98233  1.05929
C  -1.55359  -4.75219  -0.04048
H  -2.18970  0.29095  1.81052
H  -3.51154  -6.03112  -2.33250
H  -5.92695  -0.42951  0.42500
C  1.19954  1.70597  -5.64942
H  -2.47169  1.49759  -7.67891
O  -3.68667  -3.77284  0.15948
H  0.11754  -1.56469  -1.25020
H  1.10850  6.23853  -2.22864
C  -0.12609  2.11594  7.41241
C  -2.17381  -6.09420  0.25643
H  4.92919  -7.11896  1.93329
H  1.84674  1.36875  -8.49486
H  -0.42324  3.10701  7.74500
H  0.24043  -5.71521  -0.50545
C  -5.26794  1.44110  -0.40299
N  -0.38546  0.61978  5.26334
C  -3.50417  -2.48571  -2.49898
C  -0.99450  6.31666  1.58628
H  -1.40669  -2.04941  -0.70776
H  -3.45483  3.97519  1.09057
H  -0.03523  1.78666  2.89895
H  -0.46589  0.28861  -9.20957
H  5.32926  3.11575  -2.81807
H  4.85758  -5.55282  0.13705

Computed properties:
SMILES: CC1(C)CCCC(C)(C)N1O.CC1(C)CCCC(C)(C)N1O.CC1(C)CCCC(C)(C)N1O.CC1(C)CCCC(C)(C)N1O.CC1(C)CCCC(C)(C)N1O.NC(N)=O.NC(N)=O.NC(N)=O.NC(N)=O
DFT total energy: -3322.4888 a.u.
molar mass: 1026.5 g/mol
LUMO level: 0.0036 Eh
HOMO-LUMO gap: 0.3149 Eh